Computed, not measured: a 2-piece molecular cluster, C5H13O3SSi overall at a distorted geometry, with ωB97M-V with the def2-TZVPD basis set.

Structure (ORCA input):
```
! wB97M-V def2-TZVPD RIJCOSX def2/J DEFGRID3
* xyz -1 3
H -0.6974 -1.9812 1.3974
C 0.1744 -2.4749 0.9848
H 0.9468 -2.1600 -1.8760
C -1.5645 -2.7433 -1.4307
H -1.8433 -3.5378 -0.8317
H -2.4837 -2.1200 -1.5477
C 1.9803 2.7260 0.1197
H -0.3309 2.4816 2.7450
Si -0.0768 -1.7726 -0.7918
H -0.6440 2.1440 0.9711
S -0.7777 1.3207 -1.2514
H 1.0623 -2.2239 1.6027
O -1.6509 1.7585 -0.1098
C 1.0545 3.2388 1.1756
H 1.7098 1.6679 -0.0899
H 2.0364 3.4235 -0.7668
H -1.2892 -3.0334 -2.4381
O -1.6248 1.0295 -2.4612
C 0.1977 2.2543 1.8312
O 0.0490 -0.2270 -0.7130
H 0.1319 -3.5379 1.2237
H 0.5392 1.2325 1.8398
H 3.1010 2.5347 0.4171
*
```

## Properties
- Orbital gap (alpha / beta): 6.59 / 8.31 eV
- <S²>: 2.01
- Largest force on an atom: 3.88 eV/Å
- HOMO (alpha / beta): -3.01 / -5.13 eV



Computed, not measured: an isolated ion of composition C5H8NO2 and charge +1 at a distorted geometry, with ωB97M-V with the def2-TZVPD basis set.

Structure (ORCA input):
```
! wB97M-V def2-TZVPD RIJCOSX def2/J DEFGRID3
* xyz 1 1
O 1.3573 0.4887 1.3273
H -1.8313 -1.8542 0.8706
O 0.7028 -2.1518 -0.1959
N 1.4700 0.7288 -0.9514
C -1.4651 -1.1498 0.1886
H 0.9628 0.9677 -1.8046
H -0.5523 2.2555 0.4433
H 1.8754 -0.2192 1.6835
H 2.1323 1.4231 -0.6503
H -2.8878 0.5262 0.2669
C -1.8083 0.3708 0.2251
C 0.0132 -1.2305 0.0864
C 0.5379 0.2456 0.2420
H 2.1920 0.0809 -1.2520
C -0.7392 1.1597 0.3423
H -1.9596 -1.6414 -0.8217
*
```

## Properties
- Orbital gap: 10.61 eV
- Largest force on an atom: 4.35 eV/Å
- HOMO: -14.47 eV
- ΔE to the lowest compared entry with this formula, charge and spin: 28.9 kcal/mol



Computed, not measured: the molecule HINOP at a distorted geometry, with ωB97M-V with the def2-TZVPD basis set.

Structure (ORCA input):
```
! wB97M-V def2-TZVPD RIJCOSX def2/J DEFGRID3
* xyz 0 1
I -0.4377 2.1319 0.7025
H 1.5504 0.1539 -0.3075
O -1.2018 -1.5636 0.2372
P 0.2628 0.2939 -0.9536
N -0.1737 -1.0161 0.3214
*
```

## Properties
- Orbital gap: 7.41 eV
- Largest force on an atom: 1.57 eV/Å
- HOMO: -8.81 eV
- ΔE to the lowest compared entry with this formula, charge and spin: 15.4 kcal/mol



Computed, not measured: the molecule C4H3PS at a distorted geometry, with ωB97M-V with the def2-TZVPD basis set.

Structure (ORCA input):
```
! wB97M-V def2-TZVPD RIJCOSX def2/J DEFGRID3
* xyz 0 3
C -0.2731 0.6005 0.7124
S 1.0470 1.6684 0.0881
C -1.0632 -0.2264 -0.4043
H -0.5575 0.9324 1.6223
H -0.7211 0.1673 -1.3556
C 1.7808 -1.3267 -0.5956
P 0.2254 -1.1970 0.5528
H -2.1434 -0.5355 -0.1773
C 1.7051 -0.0831 -0.4429
*
```

## Properties
- Orbital gap (alpha / beta): 6.53 / 6.75 eV
- <S²>: 2.01
- Largest force on an atom: 4.12 eV/Å
- HOMO (alpha / beta): -6.20 / -9.76 eV
- ΔE to the lowest compared entry with this formula, charge and spin: 55.7 kcal/mol



Computed, not measured: the molecule C4H5N3O2S at a distorted geometry, with ωB97M-V with the def2-TZVPD basis set.

Structure (ORCA input):
```
! wB97M-V def2-TZVPD RIJCOSX def2/J DEFGRID3
* xyz 0 1
H 1.7549 2.7237 1.0697
C 0.3258 -1.6232 0.7432
C -1.5203 0.1022 -0.1329
N 0.6162 1.6407 0.0471
S -1.4029 -1.5806 0.3890
H 2.8300 -1.6245 -1.3135
N 2.2070 -2.2172 -0.7702
H -2.9393 1.3399 -0.7919
O 0.9736 2.2911 1.2874
H -3.1350 -0.5570 -0.8489
O 1.5843 1.4978 -0.7384
C -0.5296 1.0195 -0.0220
H 0.7572 -1.4766 1.6878
N -2.8143 0.3692 -0.5552
C 1.2924 -1.9049 -0.0513
*
```

## Properties
- Orbital gap: 8.88 eV
- Largest force on an atom: 3.88 eV/Å
- HOMO: -8.69 eV
- ΔE to the lowest compared entry with this formula, charge and spin: 157.5 kcal/mol



Computed, not measured: C4H4S as an isolated structure at a distorted geometry, with ωB97M-V with the def2-TZVPD basis set.

Structure (ORCA input):
```
! wB97M-V def2-TZVPD RIJCOSX def2/J DEFGRID3
* xyz 0 1
S 1.9304 0.1021 -1.9877
H 0.0856 -1.3317 -1.5000
C 0.4331 0.2034 -0.1683
H 0.1523 1.0489 3.2840
H -1.4259 -1.0194 -0.3868
C 0.1561 1.0534 2.2774
C 0.1628 0.4743 1.2144
H -0.9325 0.0021 -1.7774
C -0.5620 -0.5331 -0.9555
*
```

## Properties
- Orbital gap (alpha / beta): 5.94 / 5.94 eV
- Largest force on an atom: 3.63 eV/Å
- HOMO (alpha / beta): -8.33 / -8.33 eV
- ΔE to the lowest compared entry with this formula, charge and spin: 166.6 kcal/mol



Computed, not measured: C53H41N8O5Ti as an isolated structure, with ωB97M-V with the def2-TZVPD basis set.

Structure (ORCA input):
```
! wB97M-V def2-TZVPD RIJCOSX def2/J DEFGRID3
* xyz -1 1
N -1.0382 -1.5885 0.8519
C 0.8397 -3.3258 -2.4524
O -1.8553 0.9149 1.6151
C -3.9825 -1.9466 -2.1846
H 3.7238 -4.5773 -1.2122
C 1.6408 1.8731 -0.9028
H 3.4013 3.5068 2.9575
H -3.7586 -2.8738 -1.6736
C 1.2311 -2.0813 5.4032
C 2.8123 -0.7789 1.2733
N -4.7636 -5.5006 -5.9167
O 1.1381 0.6898 -0.8914
H 1.3663 0.0204 4.9682
H -5.7512 -4.8389 -7.6030
C 0.1132 -3.4212 3.7761
C -5.2848 -0.6658 -3.7560
C 3.8734 2.6232 2.5456
N 0.0636 2.4339 0.5143
H -5.6182 -2.7402 -3.3175
N 1.6021 -0.6791 0.9856
C -3.2279 -0.3139 3.6486
C 3.3373 3.3685 -2.0172
H -2.9342 -0.8325 2.7412
C -2.6177 -1.8665 -5.9967
H 0.9459 -4.2227 5.5801
C -4.3056 -3.4000 -6.9349
C -5.0180 -1.8642 -3.1040
C 3.0958 1.5195 2.2281
H 0.8151 -5.1252 -3.6271
H 2.6961 4.2139 -1.8066
C 0.7818 -3.3403 4.9765
N -1.9867 -1.8869 -0.1404
C -2.3735 2.0012 2.0607
C -4.1324 3.1352 3.2928
C 5.8297 1.4680 1.7718
O 0.1570 0.0617 2.7187
H -1.4167 -3.4123 1.6239
C 5.3801 2.4364 -2.8892
C -1.5228 -1.4712 -5.3572
C -0.1788 -1.4877 -3.3048
C -0.2626 -3.5130 -4.5549
C -0.1006 -2.2957 2.9660
C -3.8248 -5.1636 -5.0325
H -1.2478 -0.4313 -5.5167
H -0.4093 -0.4318 -3.1797
H -4.1849 5.2956 3.1747
H 4.9574 -5.6718 0.6398
C 2.9236 2.0974 -1.6290
H -0.2571 -4.3798 3.4264
H 6.3396 2.5717 -3.3737
C 4.5355 -4.6834 0.7753
H 2.0254 1.5384 2.4044
C 4.5605 3.5346 -2.6480
H -6.0999 -0.6047 -4.4676
C -2.5420 4.4557 2.0933
C 4.9645 1.1682 -2.5085
H 2.7368 -2.3132 -0.8674
C 3.6737 0.3784 1.6820
C 4.6811 -4.0220 1.9901
H 5.5123 -0.5114 1.0190
H 1.7573 -1.9914 6.3473
C 3.8459 -4.0685 -0.2627
O -1.3811 0.2185 -0.8043
C 0.3534 -1.0239 3.4012
H 5.2027 -4.5018 2.8094
H -3.8233 -0.9671 4.2846
C 3.7347 0.9994 -1.8853
H 4.2587 -2.2331 3.1081
N 1.1588 2.8881 -0.2540
C 5.0491 0.3621 1.4641
C -4.9901 -4.5955 -6.8688
H -3.1023 -1.1233 -6.6224
H 5.8517 3.4676 2.5593
C 3.3057 -2.8014 -0.0833
O -4.0699 0.8064 3.3681
C -1.8858 3.2742 1.7018
H -4.5206 -2.6723 -7.7061
H -0.5600 -4.0771 -5.4290
C -3.3360 -3.1567 -5.9676
H 5.5976 0.3087 -2.6921
C -3.2081 -0.8245 -1.9079
C -0.8830 -2.4734 1.7617
H 4.8797 4.5251 -2.9490
H -3.6325 -5.8779 -4.2397
C 4.1528 -2.7492 2.1597
C 1.0202 -0.9534 4.6445
H -2.8553 1.2321 -2.3412
C -0.7120 3.3888 0.8858
H -4.7108 1.3907 -3.9909
C -3.4710 0.3718 -2.5687
H 6.8948 1.4433 1.5766
C -4.5079 0.4531 -3.4880
H -2.3272 -0.0024 4.1813
H -5.0066 3.0509 3.9283
C 3.4574 -2.1328 1.1243
C -3.6669 4.3949 2.8738
C 5.2445 2.6037 2.3178
C -0.6493 -2.1886 -4.4138
H 3.3842 0.0178 -1.5887
C 0.5026 -4.0912 -3.5615
N -3.1001 -4.0512 -5.0063
C -2.1036 -0.8482 -0.9049
H -0.4179 4.3853 0.5588
Ti -0.0896 0.2770 0.7294
H -2.1398 5.4087 1.7659
C -3.5083 1.9669 2.9276
H 1.3755 -3.7736 -1.6221
N 0.5328 -2.0348 -2.3253
*
```

## Properties
- Orbital gap: 6.38 eV
- Largest force on an atom: 0.75 eV/Å
- HOMO: -4.72 eV
- ΔE to the lowest compared entry with this formula, charge and spin: 14.7 kcal/mol



Computed, not measured: C60H160F3N14O16Sr as an isolated structure at a distorted geometry, with ωB97M-V with the def2-TZVPD basis set.

Structure (ORCA input):
```
! wB97M-V def2-TZVPD RIJCOSX def2/J DEFGRID3
* xyz 1 1
H 5.4522 -5.6075 3.0939
O 10.1075 9.2956 -2.6093
O 0.0225 -2.1768 -10.2288
H -0.1112 -14.9708 0.7983
H -10.5676 -1.2480 0.4646
H -0.0794 0.8754 11.0453
C 0.7183 1.7944 8.8013
C -6.0945 7.3300 2.3252
H 5.8111 6.1628 -9.8167
H 1.0942 -10.7207 -1.6704
H -6.0471 -8.3555 -2.6758
H -0.3446 1.8072 8.5601
H 4.9866 15.8070 5.1513
N 9.2622 -1.0682 -2.6737
H -7.0381 6.9076 1.9797
C 6.6084 -1.8634 -4.1397
C -4.6385 7.6346 4.4699
H -8.9199 -1.0100 -0.0330
C 3.6679 14.5457 6.2186
H -4.8688 -2.0072 -9.5969
H 7.5789 -2.3530 -4.2205
H 1.9948 -11.4268 1.0896
C -6.7837 -1.5782 -9.3262
H -7.6484 -2.0529 -9.7901
H 8.4213 -5.0216 3.1777
H 3.9645 11.3977 4.9609
H -8.9893 0.7876 12.1411
H -0.4124 1.6818 -0.2848
C 1.1298 -12.9331 -0.1549
H -6.7961 7.6362 4.3745
H 1.2320 -15.7783 1.6193
C 10.0103 9.2583 -4.0352
O -6.2227 8.7478 2.1392
H 3.5230 10.3339 6.2900
C -12.6215 3.4926 9.4957
H -9.3922 1.5101 -0.0173
C 4.2535 15.9208 5.9499
H 0.2770 -4.1742 -12.1840
C 7.8080 -6.8447 4.0986
H 8.2644 -6.9515 1.6718
H 3.0966 1.1353 9.1840
H -12.4493 3.7113 8.4418
O 4.0283 12.1809 6.8322
H 9.2513 8.5637 -4.3950
H 0.8099 1.2826 0.8530
H -3.7294 7.2289 4.0262
C -10.0228 0.8279 0.5528
N 11.3477 8.6398 -5.9885
H 2.4960 0.9955 10.8750
H 8.9281 0.9025 -2.1555
O 6.5509 -0.4847 -4.1396
C -5.9514 7.1564 3.8802
H -5.6493 -3.2767 -9.3338
H 7.5100 -6.3330 5.0137
H 8.8791 0.3512 -5.1395
H -10.4696 2.0696 8.4171
H 5.5189 13.5220 7.0211
H -10.0579 3.4322 9.5542
O -7.9497 0.4266 -9.5375
C 5.8332 5.0870 -9.6429
H 4.9015 -0.3664 9.2155
H -2.9450 -6.7701 5.2258
H 2.8837 13.8001 7.8847
H 5.5343 4.4965 -11.7440
H 1.9655 -4.3484 -13.9923
H -8.4794 0.1956 1.7485
H 11.0472 -7.1742 4.6036
H 3.7616 5.9285 -6.1195
N 2.9690 14.7365 7.5158
H 2.2562 5.4004 -6.8937
H 1.9148 -9.4914 -0.6599
O -2.2707 -7.3084 7.2717
H 11.8726 7.9634 -4.1527
N -8.1596 1.3310 9.6895
H 0.6871 -0.4697 11.0753
H 2.9665 14.3901 5.3990
H 0.2375 -10.2178 -0.3346
H -0.6201 -6.3482 9.6211
H -0.6416 -0.3505 2.1372
H 6.0456 -2.3135 -3.3219
C 1.0524 -8.2613 8.6455
H -7.4466 -0.8755 -7.4025
H 5.7915 5.0259 -7.4684
H 9.2780 1.8767 -4.3442
H 4.8142 3.4001 -10.5000
F -2.3831 0.2085 -0.6560
H -6.7965 -10.7037 -4.5554
C -1.3621 -8.1358 7.9250
O -4.7789 -9.4662 -5.7458
C 12.5138 9.9665 -4.3267
H -6.8518 8.4019 0.1545
C -11.3920 1.5116 0.6434
C 8.6373 0.2460 -2.9756
H -8.0312 1.8503 -11.2141
H 9.2931 -1.5774 -3.5454
N -5.9732 -10.9596 -2.7255
C 10.0234 -6.8928 4.8500
H -5.3869 6.7651 1.7184
H -9.9995 -0.0681 2.3318
H -7.6848 2.0894 10.1580
C -0.1209 1.8410 0.7533
H 6.1232 -2.2189 -5.0487
H -5.2816 9.1607 0.2289
C -0.0050 -7.4286 7.9671
C -6.2436 9.0937 0.7371
C -2.3546 -7.4712 5.8158
O 3.8974 5.3736 -8.1185
H -0.8069 -2.1490 -12.7462
H 3.5479 16.6807 5.6139
H 7.6604 5.2493 -8.9600
C 2.5427 0.5216 9.8944
H 12.6004 10.1026 -3.2487
C 5.1140 4.7014 -8.2581
C 0.1853 3.3120 1.0527
H -12.4012 4.3785 10.0913
H -3.6598 -8.9068 -7.3802
H 6.5840 0.9749 -2.7609
H 10.3712 0.5940 -4.3120
O -11.8254 2.3576 9.9003
H 1.1713 3.6588 0.7435
H -13.6915 3.2944 9.5582
H -5.8554 0.3528 -9.3616
H 3.3987 4.2061 -6.4573
C -4.7353 -9.9833 -4.4673
F -0.6263 -1.0034 -0.2629
C 2.0446 -3.5862 -13.2171
H 0.9731 -2.1679 -8.3167
C -3.4864 -9.1443 -6.3306
H -5.6993 -11.9155 -2.9026
C -9.5835 1.3683 10.1369
H -9.1148 2.6010 11.9565
H -12.1176 0.8826 1.1592
H 2.8392 -3.9548 -12.5683
C 3.3306 5.2268 -6.8336
H -10.1119 -0.6180 -1.1961
H -7.4163 2.3971 -9.6073
H -7.3139 -2.6585 -7.4665
H 4.0624 4.8667 -10.8415
C 1.1252 -2.3713 -11.1881
H -4.2173 -10.9415 -4.5084
H 1.1722 1.9344 7.8202
C -6.8650 -1.7162 -7.7806
H 2.3206 11.4778 5.6718
H 1.2641 -15.7054 -0.0949
H 1.0230 -0.3617 8.6371
H -4.6121 7.5782 5.5581
N -5.8931 5.7358 4.2524
H 9.2309 8.5377 -0.8629
N -0.3058 -6.1753 8.6770
H -0.6332 3.8173 0.5401
H -6.6956 -0.2404 -10.9224
C 7.1103 0.0414 -2.9597
O -1.2309 1.4224 1.7160
H 6.7848 -0.5519 -2.1052
H -6.8127 10.0230 0.7139
H 3.6731 15.0149 8.1843
H 1.1602 -13.3487 -1.1621
H -11.3177 2.4781 1.1418
C 4.6821 13.3349 6.3481
O 1.6817 -13.9294 0.8030
H -8.1360 1.7216 8.7583
C 3.3809 11.3334 5.8793
H 3.5673 -12.6826 -0.2609
H 2.0691 -7.8686 8.6379
H -4.6653 8.6993 4.2381
H 1.0095 -0.6666 -9.0814
H 0.0907 -12.8720 0.1688
C -8.1434 1.7777 -10.1323
H 0.9893 2.6068 9.4756
H 6.7102 -6.7061 1.5333
H 9.8837 7.3246 -1.8792
N -9.4000 0.5952 1.8618
H -10.5227 1.6151 12.0538
N 0.1580 0.1058 10.4358
H -11.8208 2.9574 -2.3071
H 13.5145 9.7475 -4.6991
H 6.1513 -4.0885 2.5663
C -6.7775 -8.9173 -3.2581
H 4.8244 -1.7130 10.4103
H 12.3020 10.9515 -4.7428
C 0.3725 -1.5453 -8.9798
C 9.3020 0.7923 -4.2369
H 9.5987 10.1862 -4.4323
C 1.8814 -11.6168 0.0223
N 7.1711 4.6259 -9.5860
H 5.0039 3.6343 -8.0651
H 4.7439 -0.0435 10.9254
H -7.7371 -9.0827 -2.7684
H -6.5333 5.2255 3.6609
H -10.0450 0.4007 9.9394
H -6.8528 -10.8914 -2.2340
H -3.0860 -8.2277 -5.8974
C 1.2687 -10.3693 -0.6534
H 0.5441 -5.6337 8.7438
N -0.0111 -2.4575 -13.2864
C 6.2769 -4.9156 3.2649
H 8.8070 -1.6990 -2.0295
H -0.5141 -3.0495 -13.9319
H 7.6256 4.9977 -10.4078
C 11.4409 8.8640 -4.5894
H 1.2001 -9.1371 8.0135
H 5.3175 13.1633 5.4792
H 9.9858 -5.8137 4.7009
O -11.8990 1.7048 -0.6966
H -6.9833 -8.1871 -4.0408
H 3.2226 -11.8528 -1.5027
C -6.1102 -10.1923 -3.8805
F -2.4694 -1.8035 0.2688
H 6.1522 -4.5352 4.2788
N -5.7110 -2.4590 -9.9234
H 0.2189 3.5818 2.1082
C -1.8022 -0.6622 0.2226
H 4.7668 16.4469 6.7547
Sr -4.1409 -3.2172 8.6091
H -4.0829 -9.3332 -3.8843
O -2.4223 -0.1368 2.7868
C -10.4600 2.4247 9.4476
H -2.4335 -8.5078 5.4883
H 9.8934 -7.0574 5.9197
C 1.1018 0.4435 9.3676
H -9.1276 2.2215 -9.9822
H -2.8083 -9.9949 -6.3976
H 12.2531 8.6055 -6.4347
C 9.3386 8.2678 -1.9134
H -10.4711 3.2973 -1.0865
C -11.0987 2.5634 -1.5920
H -1.1849 -9.1503 7.5679
H 10.9655 9.4912 -6.3748
H -5.0563 5.3498 3.8391
O 3.0223 -0.7593 9.9807
H 1.5044 -1.4218 -11.5659
C 5.0577 4.4287 -10.7661
H -1.3485 -7.2407 5.4654
C -9.9233 -0.5938 -0.1228
C -1.5525 0.0379 1.6817
H 0.4767 -7.2003 7.0163
N 7.5777 -6.2110 1.6827
C 0.8059 -3.2553 -12.4371
O 9.0742 -7.5456 4.0217
H 0.8053 -8.5074 9.6782
C 4.4421 -0.7302 10.1346
H 7.0434 -7.6102 3.9659
C 0.9668 -15.1316 0.7829
C -6.6837 -0.1748 -9.8344
C 7.5895 -5.7119 3.0373
H -0.5210 -1.1269 -8.5165
H 8.3406 8.0486 -2.2929
N 3.2566 -11.7514 -0.4984
C -9.5033 1.6243 11.6681
H -1.6938 -8.2362 8.9584
H -10.3756 1.9455 -2.1245
H -5.9006 -1.7943 -7.2787
H 1.9902 -2.8047 -10.6861
H 2.4853 -2.6468 -13.5508
*
```

## Properties
- Orbital gap: 2.03 eV
- Largest force on an atom: 4.06 eV/Å
- HOMO: -8.78 eV



Computed, not measured: C5H11N2 as an isolated structure at a distorted geometry, with ωB97M-V with the def2-TZVPD basis set.

Structure (ORCA input):
```
! wB97M-V def2-TZVPD RIJCOSX def2/J DEFGRID3
* xyz 1 1
C -0.1648 2.1787 1.2598
H -1.9155 -1.8083 -0.2160
H -2.3561 -0.0962 -0.0817
H 1.5945 -2.3848 -2.5786
H 0.2162 2.8216 1.9629
H 2.3469 0.2098 0.9394
C 1.4653 0.4832 1.5647
N -0.5887 -0.5387 -0.9121
H -2.5241 -0.9546 -1.7276
H -0.2736 0.4248 -0.0184
C 1.0285 -1.5891 -2.5886
H -1.1885 2.4620 0.7300
H 1.1605 -0.9453 -3.5644
C 0.2125 -1.1620 -1.6507
N 0.3024 1.0324 0.9789
H 1.2346 -0.4787 1.8388
C -2.0365 -0.8839 -0.7106
H 1.6848 0.8904 2.6124
*
```

## Properties
- Orbital gap: 10.11 eV
- Largest force on an atom: 6.40 eV/Å
- HOMO: -13.72 eV
- ΔE to the lowest compared entry with this formula, charge and spin: 87.1 kcal/mol



The highest largest force on an atom belongs to which entry?
C5H11N2



The lowest largest force on an atom belongs to which entry?
C53H41N8O5Ti